Arrangement 1

Density functional theory data (ωB97M-V/def2-TZVPD) for an isolated molecule of C21H28N4O3.

Geometry as XYZ:
```
56
Properties=species:S:1:pos:R:3:nbo_charge:R:1
O -5.569 0.086 -1.170 -0.493
O 2.076 -3.959 -0.013 -0.633
O -0.042 1.064 -1.405 -0.666
N 3.160 2.580 0.631 -0.265
N 2.482 -1.743 -0.074 -0.647
N 2.944 2.387 -0.662 -0.144
N 0.117 -0.007 0.566 -0.465
C 2.196 3.335 -1.437 -0.423
C -0.295 -1.298 -1.488 -0.509
C 4.035 0.604 0.012 -0.144
C 4.695 -0.736 0.094 -0.420
C 3.449 1.214 -1.083 -0.067
C -2.367 1.123 1.278 -0.075
C -4.273 -0.307 0.862 -0.336
C -4.545 0.373 -0.317 0.304
C 0.136 1.251 1.290 -0.223
C 0.280 -2.500 0.620 -0.308
C 3.816 1.515 1.057 -0.076
C -6.439 -0.969 -0.843 -0.251
C 0.112 -1.198 1.396 -0.216
C 1.704 -2.814 0.149 0.682
C -3.192 0.073 1.642 -0.142
C -0.670 -2.458 -0.580 -0.392
C -1.155 1.481 2.095 -0.424
C -3.726 1.443 -0.684 -0.250
C -0.086 0.021 -0.772 0.713
C 3.835 -1.812 -0.576 -0.211
C -2.659 1.811 0.103 -0.175
H 2.773 3.661 -2.303 0.203
H 4.850 -0.987 1.145 0.216
H -2.036 2.637 -0.203 0.220
H -1.692 -2.327 -0.218 0.212
H 3.835 -1.661 -1.663 0.182
H -3.005 -0.465 2.563 0.198
H -5.911 -1.927 -0.791 0.174
H 0.628 -1.523 -2.030 0.234
H -4.888 -1.132 1.187 0.218
H 1.262 2.879 -1.775 0.246
H 2.114 -0.809 0.033 0.422
H 3.356 0.901 -2.103 0.222
H 0.913 -1.089 2.138 0.208
H 4.216 -2.815 -0.369 0.235
H -0.617 -3.397 -1.132 0.230
H 4.116 1.434 2.083 0.208
H 0.248 2.036 0.543 0.242
H -1.139 0.887 3.011 0.203
H -0.006 -3.332 1.271 0.243
H -0.840 -1.248 1.937 0.205
H -1.187 2.534 2.381 0.225
H -6.955 -0.786 0.106 0.176
H -3.951 1.969 -1.599 0.226
H 1.005 1.276 1.955 0.211
H 1.981 4.189 -0.799 0.229
H -7.172 -1.007 -1.648 0.201
H -1.068 -1.125 -2.240 0.247
H 5.672 -0.712 -0.395 0.221
```

Molecular weight ... 384.480 g/mol
SMILES string ... COc1ccc(CCN2C[C@H](C(=O)NCCc3cnn(C)c3)CCC2=O)cc1
E_LUMO ... 0.685 eV

Arrangement 2

Density functional theory data (ωB97M-V/def2-TZVPD) for an isolated molecule of C21H28N4O3.

Geometry as XYZ:
```
56
Properties=species:S:1:pos:R:3:nbo_charge:R:1
O -5.550 -0.931 -1.672 -0.530
O -2.586 -0.344 -0.970 -0.495
O -2.258 1.404 0.407 -0.602
N 1.397 0.666 2.010 -0.454
N -1.725 -3.131 0.519 -0.299
N 0.367 -0.844 -1.138 -0.398
N 2.648 -0.190 0.268 -0.458
C -4.430 -0.629 -2.459 -0.075
C -3.472 0.394 -1.829 0.054
C 1.568 -0.907 -1.752 0.144
C -2.644 1.128 -2.877 -0.630
C 1.460 0.060 0.788 0.377
C 2.594 0.646 2.836 -0.225
C 0.961 3.102 1.715 -0.408
C 0.863 3.153 0.196 -0.617
C 2.434 -0.368 3.974 -0.394
C 3.998 -0.910 -1.566 -0.198
C -5.276 -1.669 -0.502 -0.251
C 2.914 -1.491 -3.643 -0.225
C 2.334 -1.797 3.456 -0.607
C -1.427 -2.032 0.611 0.303
C 1.674 -1.302 -3.094 -0.188
C 2.739 -0.676 -0.983 0.117
C -1.048 -0.648 0.769 -0.479
C 0.476 1.755 2.275 -0.218
C 0.298 -0.423 0.088 0.249
C -2.048 0.269 0.060 0.840
C 4.074 -1.303 -2.875 -0.193
H 2.772 1.639 3.254 0.196
H -0.501 1.566 1.834 0.224
H 0.768 -1.454 -3.661 0.222
H 3.444 0.371 2.211 0.238
H -4.616 -2.518 -0.711 0.180
H 0.358 1.826 3.360 0.204
H 3.296 -0.279 4.637 0.203
H -3.294 1.695 -3.537 0.220
H -6.236 -2.030 -0.139 0.193
H -0.160 2.958 -0.120 0.214
H -4.036 1.110 -1.219 0.212
H 1.157 4.133 -0.171 0.215
H 5.038 -1.469 -3.332 0.216
H -2.070 0.412 -3.460 0.217
H 1.462 -1.918 2.817 0.200
H 3.009 -1.794 -4.675 0.216
H -4.835 -0.217 -3.385 0.196
H 4.882 -0.744 -0.969 0.223
H 0.331 3.884 2.142 0.208
H 3.218 -2.052 2.876 0.207
H 1.517 2.413 -0.261 0.203
H -1.955 1.814 -2.389 0.226
H -4.813 -1.048 0.273 0.160
H 1.991 3.293 2.023 0.198
H 2.248 -2.497 4.284 0.213
H -0.996 -0.413 1.835 0.284
H 1.540 -0.125 4.554 0.193
H -3.853 -1.539 -2.683 0.179
```

Molecular weight ... 384.480 g/mol
SMILES string ... CCCN(CCC)c1nc2ccccc2nc1[C@H](C#N)C(=O)O[C@@H](C)COC
E_LUMO ... -0.223 eV

It is arrangement 1 that is the most stable of them.

Arrangement 1

Density functional theory data (ωB97M-V/def2-TZVPD) for a cluster of 5 separate species, H10O5 in total.

Geometry as XYZ:
```
15
Properties=species:S:1:pos:R:3:nbo_charge:R:1
O 0.423 2.901 -0.617 -0.950
O -0.096 0.003 -0.117 -0.950
O -2.213 -1.509 -2.202 -0.482
O 3.101 -1.272 0.611 -0.934
O -1.960 -1.263 1.660 -0.594
H 2.898 -0.545 1.199 0.460
H -0.143 0.945 -0.278 0.514
H 3.679 -0.892 -0.050 0.479
H 0.263 3.179 0.285 0.479
H -1.373 -0.676 1.185 0.500
H 0.808 -0.148 0.159 0.503
H -1.366 -1.589 -1.764 0.504
H -2.550 -0.679 2.136 0.491
H -2.844 -1.416 -1.488 0.492
H 1.373 2.960 -0.721 0.486
```

Molecular weight ... 90.075 g/mol
Multiplicity ... 2
⟨S²⟩ ... 0.76
E_LUMO (alpha / beta) ... -3.635 / -11.678 eV
Total charge ... +1

Arrangement 2

Density functional theory data (ωB97M-V/def2-TZVPD) for a cluster of 5 separate species, H10O5 in total.

Geometry as XYZ:
```
15
Properties=species:S:1:pos:R:3:nbo_charge:R:1
O -11.499 -17.559 -14.276 -0.634
O -15.840 -15.409 -12.891 -0.951
O -11.289 -13.541 -16.427 -0.477
O -13.577 -15.562 -18.192 -0.862
O -13.467 -15.242 -14.961 -0.997
H -11.969 -16.727 -14.215 0.495
H -16.577 -15.643 -13.455 0.478
H -15.573 -16.236 -12.490 0.477
H -13.357 -15.605 -19.123 0.493
H -11.315 -12.727 -15.924 0.495
H -14.357 -15.008 -18.156 0.478
H -14.096 -15.755 -15.467 0.495
H -14.000 -14.782 -14.312 0.513
H -12.188 -18.223 -14.291 0.486
H -11.963 -14.092 -16.029 0.513
```

Molecular weight ... 90.075 g/mol
Multiplicity ... 2
⟨S²⟩ ... 0.76
E_LUMO (alpha / beta) ... -3.350 / -11.531 eV
Total charge ... +1

It is arrangement 2 that is the most stable of them.

Arrangement 1

Density functional theory data (ωB97M-V/def2-TZVPD) for the ion C14H22N with charge +1.

Geometry as XYZ:
```
37
Properties=species:S:1:pos:R:3:nbo_charge:R:1
N 0.678 1.647 -0.549 -0.329
C 1.814 2.319 -0.165 0.063
C -1.481 1.718 -1.793 -0.662
C 1.687 -1.894 -1.090 -0.594
C -0.643 -0.429 0.103 -0.547
C -0.272 3.769 -1.099 -0.212
C -1.822 -3.705 1.119 -0.592
C -0.347 2.390 -1.094 0.268
C 0.847 4.447 -0.643 -0.104
C 0.124 -1.548 2.354 -0.689
C 1.925 3.680 -0.212 -0.226
C 0.652 0.285 -0.446 0.333
C -0.891 -1.395 1.312 0.164
C -2.116 -2.200 1.284 -0.474
C 1.912 -0.518 -0.453 -0.496
H 0.999 -2.087 1.971 0.219
H -2.330 1.523 -1.138 0.252
H 2.842 4.142 0.116 0.256
H -2.625 -2.073 2.246 0.228
H 1.290 -1.789 -2.097 0.215
H 2.611 1.719 0.236 0.239
H -0.256 -2.093 3.215 0.237
H 2.633 -2.424 -1.154 0.235
H -1.310 -3.894 0.178 0.201
H -1.059 -0.999 -0.737 0.254
H 0.494 -0.570 2.670 0.218
H 0.888 5.522 -0.647 0.248
H -2.789 -1.876 0.489 0.211
H 0.998 -2.498 -0.506 0.216
H 2.321 -0.676 0.555 0.239
H -1.375 0.363 0.293 0.229
H -2.760 -4.253 1.118 0.225
H -1.839 2.372 -2.586 0.252
H -1.107 4.317 -1.507 0.248
H -1.157 0.780 -2.237 0.244
H 2.671 0.004 -1.041 0.224
H -1.207 -4.075 1.934 0.210
```

Molecular weight ... 204.337 g/mol
E_LUMO (alpha / beta) ... -4.919 / -3.803 eV
Total charge ... +1

Arrangement 2

Density functional theory data (ωB97M-V/def2-TZVPD) for the ion C14H22N with charge +1.

Geometry as XYZ:
```
37
Properties=species:S:1:pos:R:3:nbo_charge:R:1
N 0.985 0.042 0.672 -0.217
C 2.929 -1.432 -0.018 -0.623
C -0.473 -2.251 0.712 -0.637
C -1.143 -1.036 0.336 -0.011
C 1.960 -0.262 -0.335 0.114
C -2.489 -1.129 -0.025 -0.209
C -2.664 1.241 0.091 -0.214
C -4.738 -0.089 -0.504 -0.653
C -0.610 2.730 0.552 -0.639
C -0.501 0.157 0.391 0.073
C 1.271 0.177 1.913 0.126
C 1.113 -0.463 -1.589 -0.614
C 2.795 1.036 -0.391 -0.621
C -1.252 1.361 0.375 0.036
C -3.276 -0.002 -0.124 0.061
H 1.806 -0.636 -2.336 0.230
H 3.901 -1.079 0.293 0.234
H -0.372 -2.255 1.809 0.227
H -4.950 -0.475 -1.519 0.243
H -2.943 -2.108 -0.044 0.221
H 0.458 -1.298 -1.553 0.233
H -1.146 -3.032 0.390 0.243
H 0.206 2.661 1.265 0.205
H 2.169 1.869 -0.534 0.224
H 2.983 -2.023 -0.957 0.250
H -5.297 0.856 -0.529 0.232
H 3.301 1.020 -1.316 0.239
H 0.665 0.419 2.702 0.223
H 2.275 0.103 2.170 0.198
H 2.477 -2.041 0.867 0.224
H 0.622 0.480 -1.818 0.228
H 0.495 -2.356 0.227 0.210
H -3.308 2.018 -0.002 0.219
H -5.136 -0.764 0.297 0.234
H 3.649 1.111 0.350 0.234
H -0.335 3.157 -0.379 0.236
H -1.372 3.366 0.926 0.242
```

Molecular weight ... 204.337 g/mol
SMILES string ... C=[N+](c1c(C)cc(C)cc1C)C(C)(C)C
E_LUMO ... -4.326 eV
Total charge ... +1

It is arrangement 2 that is the most stable of them.

Arrangement 1

Density functional theory data (ωB97M-V/def2-TZVPD) for a cluster of 2 separate species, C2H3Br2N3 in total.

Geometry as XYZ:
```
10
Properties=species:S:1:pos:R:3:nbo_charge:R:1
Br 0.200 2.356 0.080 0.067
Br -3.530 -0.366 -0.103 0.068
N 3.345 -1.280 -0.102 -0.556
N 2.184 -1.531 0.135 0.246
N 1.197 -1.474 0.686 -0.082
C -1.168 1.000 0.126 -0.305
C -2.475 1.197 -0.124 -0.319
H -2.875 2.157 -0.529 0.239
H 4.073 -1.952 -0.374 0.395
H -0.950 -0.106 0.204 0.246
```

Molecular weight ... 228.875 g/mol
E_LUMO ... 0.620 eV

Arrangement 2

Density functional theory data (ωB97M-V/def2-TZVPD) for a cluster of 2 separate species, C2H3Br2N3 in total.

Geometry as XYZ:
```
10
Properties=species:S:1:pos:R:3:nbo_charge:R:1
Br -2.890 0.032 0.294 -0.720
Br 0.288 2.531 0.091 0.364
N 0.305 -1.558 0.176 -0.004
N 0.409 0.696 -0.176 -0.427
N -0.150 -1.308 -0.922 -0.156
C -0.314 0.042 -1.117 0.306
C 0.873 -0.338 0.772 -0.169
H 2.016 -0.536 0.882 0.264
H -0.904 0.692 -1.707 0.277
H 0.367 -0.253 1.706 0.266
```

Molecular weight ... 228.875 g/mol
E_LUMO (alpha / beta) ... -2.239 / -2.233 eV

It is arrangement 1 that is the most stable of them.

Arrangement 1

Density functional theory data (ωB97M-V/def2-TZVPD) for an isolated molecule of C4H7ClS2.

Geometry as XYZ:
```
14
Properties=species:S:1:pos:R:3:nbo_charge:R:1
Cl 0.381 -0.188 -2.071 -0.029
S -1.288 2.345 -0.228 0.009
S -2.508 -0.862 -0.267 0.024
C 1.621 -0.629 0.311 -0.623
C -0.327 1.007 0.450 -0.392
C -0.933 -0.410 0.470 -0.386
C 0.342 -0.127 -0.276 -0.023
H -0.696 2.386 -1.470 0.145
H 1.925 -1.597 -0.088 0.231
H -2.010 -1.748 -1.116 0.130
H -0.792 -0.925 1.438 0.229
H 0.195 1.345 1.374 0.239
H 1.600 -0.591 1.401 0.220
H 2.488 -0.004 0.070 0.226
```

Molecular weight ... 154.687 g/mol
SMILES string ... C[C@@]1(Cl)[C@H](S)[C@@H]1S
E_LUMO ... 0.613 eV

Arrangement 2

Density functional theory data (ωB97M-V/def2-TZVPD) for an isolated molecule of C4H7ClS2.

Geometry as XYZ:
```
14
Properties=species:S:1:pos:R:3:nbo_charge:R:1
Cl -2.530 -1.044 -0.454 -0.047
S 0.766 -0.641 0.281 0.338
S -0.151 2.109 -0.153 0.036
C 3.408 -0.994 -0.074 -0.621
C 2.312 0.022 -0.343 -0.554
C -0.477 0.566 0.183 -0.340
C -1.753 -0.075 0.861 -0.418
H -1.376 -0.847 1.621 0.238
H 4.327 -0.656 -0.489 0.224
H 2.589 0.860 0.340 0.235
H 3.239 -2.079 -0.407 0.214
H 3.594 -1.150 0.975 0.215
H 2.232 0.346 -1.407 0.241
H -2.388 0.665 1.281 0.238
```

Molecular weight ... 154.687 g/mol
SMILES string ... CCSC(=S)CCl
E_LUMO ... -0.354 eV

It is arrangement 2 that is the most stable of them.

Arrangement 1

Density functional theory data (ωB97M-V/def2-TZVPD) for an isolated molecule of C5H6N2S2.

Geometry as XYZ:
```
15
Properties=species:S:1:pos:R:3:nbo_charge:R:1
S 1.023 -2.111 -0.626 0.243
S 1.445 1.735 0.656 0.366
N 1.954 0.383 -0.216 -0.821
N -1.289 2.227 0.793 -0.653
C -0.473 -2.115 0.275 -0.335
C -0.567 0.229 -0.337 -0.339
C 0.889 -0.296 -0.927 -0.140
C -0.364 1.494 0.409 0.191
C -1.127 -0.955 0.418 -0.226
H -1.076 0.529 -1.277 0.254
H -1.137 3.080 1.313 0.366
H 1.015 -0.256 -2.100 0.216
H 2.734 -0.058 0.219 0.407
H -2.192 -0.829 0.830 0.241
H -0.834 -3.056 0.569 0.230
```

Molecular weight ... 158.251 g/mol
SMILES string ... [H]/N=C1\SN[C@H]2SC=C[C@@H]12
E_LUMO ... 0.667 eV

Arrangement 2

Density functional theory data (ωB97M-V/def2-TZVPD) for an isolated molecule of C5H6N2S2.

Geometry as XYZ:
```
15
Properties=species:S:1:pos:R:3:nbo_charge:R:1
S 0.558 -0.437 -2.260 0.254
S 1.815 1.812 1.061 -0.140
N 1.541 0.777 -0.211 -0.549
N -0.371 0.456 3.179 -0.594
C -0.656 -1.384 -0.139 -0.174
C -1.072 -0.800 -1.446 -0.541
C -0.366 -0.663 0.928 -0.247
C -0.200 -0.083 2.066 0.374
C 0.874 0.931 -1.315 -0.134
H -0.362 1.476 3.177 0.383
H -1.646 0.209 -1.349 0.250
H 1.610 -0.231 -0.070 0.424
H -1.542 -1.568 -2.086 0.247
H -0.553 -2.438 -0.051 0.220
H 0.369 1.942 -1.484 0.226
```

Molecular weight ... 158.251 g/mol
E_LUMO (alpha / beta) ... -0.558 / -0.558 eV

It is arrangement 1 that is the most stable of them.

Arrangement 1

Density functional theory data (ωB97M-V/def2-TZVPD) for an isolated molecule of C10H10N2O2.

Geometry as XYZ:
```
24
Properties=species:S:1:pos:R:3:nbo_charge:R:1
O -2.017 -1.495 0.608 -0.416
O -0.483 -0.767 -1.651 -0.528
N 3.251 2.039 -0.775 -0.795
N -3.740 -0.639 1.710 -0.452
C 1.606 1.665 0.974 -0.289
C 0.373 1.161 1.310 -0.139
C -2.715 0.312 1.607 -0.117
C 0.003 -2.093 -1.734 -0.250
C -1.677 -0.198 0.902 0.236
C 1.374 0.609 -1.187 -0.330
C -0.382 0.308 0.497 -0.186
C -3.250 -1.663 1.131 0.319
C 2.101 1.398 -0.318 0.206
C 0.198 0.016 -0.762 0.365
H 2.091 2.418 1.605 0.217
H -0.772 -2.648 -2.310 0.200
H 1.012 -2.100 -2.276 0.169
H 3.967 2.315 -0.074 0.383
H 0.058 1.376 2.312 0.215
H -3.691 -2.636 0.851 0.193
H 1.743 0.296 -2.181 0.221
H -2.808 1.326 2.015 0.218
H 3.670 1.543 -1.540 0.373
H 0.089 -2.542 -0.713 0.186
```

Molecular weight ... 190.202 g/mol
SMILES string ... COc1cc(N)ccc1-c1cnco1
E_LUMO ... 0.827 eV

Arrangement 2

Density functional theory data (ωB97M-V/def2-TZVPD) for a cluster of 2 separate species, C10H10N2O2 in total.

Geometry as XYZ:
```
24
Properties=species:S:1:pos:R:3:nbo_charge:R:1
O -2.398 0.505 0.157 -0.585
O 0.900 -0.934 3.093 -0.591
N -0.529 -0.298 1.237 -0.643
N -0.999 2.074 1.270 -0.603
C 1.654 -1.717 -2.338 -0.217
C 0.388 -0.124 2.237 0.633
C 0.606 -2.178 -1.428 -0.184
C 0.866 1.326 2.486 -0.329
C -0.576 -1.482 -1.601 -0.246
C 0.260 2.358 1.735 0.021
C 0.441 0.257 -2.910 -0.191
C 1.571 -0.514 -2.983 -0.216
C -0.656 -0.351 -2.270 -0.205
C -1.382 0.779 0.810 0.802
H 2.707 -1.983 -2.286 0.207
H 0.350 1.107 -3.363 0.194
H -1.186 2.800 0.649 0.403
H -1.202 -1.682 -0.777 0.201
H 1.847 1.476 2.937 0.241
H -1.558 0.210 -2.214 0.221
H -0.948 -1.251 1.244 0.437
H 2.478 -0.167 -3.344 0.203
H 0.319 3.425 1.847 0.216
H 0.840 -3.051 -0.670 0.231
```

Molecular weight ... 190.202 g/mol
SMILES string ... O=c1cc[nH]c(=O)[nH]1.c1ccccc1
E_LUMO ... 0.093 eV

Arrangement 3

Density functional theory data (ωB97M-V/def2-TZVPD) for a cluster of 2 separate species, C10H10N2O2 in total.

Geometry as XYZ:
```
24
Properties=species:S:1:pos:R:3:nbo_charge:R:1
O -3.926 1.851 0.216 -0.606
O -0.189 -0.440 1.670 -0.568
N -2.099 0.705 0.984 -0.643
N -3.397 -0.165 -0.770 -0.610
C -1.201 -0.392 0.982 0.635
C -2.686 -1.357 -0.695 0.080
C 2.773 1.716 -0.303 -0.221
C 1.482 1.273 -0.333 -0.241
C 1.096 -0.005 -0.199 -0.149
C -1.609 -1.467 0.062 -0.397
C -3.206 0.867 0.153 0.784
C 3.637 0.650 -0.042 -0.207
C 3.284 -0.671 0.223 -0.211
C 2.040 -0.998 -0.002 -0.202
H -4.297 -0.070 -1.272 0.432
H 0.529 1.752 -0.516 0.204
H 3.103 2.727 -0.747 0.229
H 4.651 0.770 -0.013 0.197
H -1.939 1.483 1.600 0.436
H 1.823 -2.018 0.118 0.197
H -0.966 -2.318 -0.084 0.249
H 0.133 -0.302 -0.213 0.183
H -3.050 -2.110 -1.331 0.218
H 4.013 -1.482 0.512 0.211
```

Molecular weight ... 190.202 g/mol
SMILES string ... O=c1cc[nH]c(=O)[nH]1.c1ccccc1
E_LUMO ... 0.323 eV

It is arrangement 1 that is the most stable of them.